Molecular formula: C15H25F9NO
Method: DFT, ωB97M-V/def2-TZVPD

Positions of all 51 atoms, in Å:
C1 -3.24210 1.17020 1.96239
C2 -2.60540 1.75947 0.69062
C3 -1.43766 0.91178 0.17167
C4 -0.06661 1.26917 0.74162
N1 0.91936 0.71583 -0.26532
C5 0.14065 0.13582 -1.46567
C6 0.17484 -1.41462 -1.46478
C7 -1.04927 -2.22076 -0.98325
C8 -1.07923 -2.89909 0.38271
F1 -2.11425 -3.75761 0.37080
F2 -1.32891 -2.00566 1.38448
C9 0.18398 -3.72978 0.80280
F3 -0.18759 -4.77917 1.53280
F4 0.73997 -4.18169 -0.33289
C10 1.30554 -2.97740 1.60770
F5 2.49073 -3.46417 1.24067
F6 1.30235 -1.64714 1.27160
C11 1.21400 -3.06914 3.16478
F7 -0.01645 -2.86151 3.59190
F8 1.61145 -4.24225 3.57047
F9 1.99729 -2.14977 3.68240
C12 -1.21331 0.86536 -1.35095
C13 -1.23205 2.25075 -2.06669
C14 0.08616 3.02231 -2.07058
H1 -3.75652 1.94014 2.54755
H2 -3.97720 0.39741 1.70738
H3 -2.49298 0.70507 2.61675
H4 -3.35750 1.81941 -0.10834
H5 -2.27452 2.78792 0.88707
H6 -1.61416 -0.12548 0.47966
H7 0.12708 2.34162 0.83404
H8 0.11102 0.80236 1.71423
H9 1.52436 0.01348 0.16198
H10 1.53953 1.48116 -0.58452
H11 0.68299 0.46951 -2.35373
H12 0.35601 -1.69914 -2.50765
H13 1.07820 -1.74563 -0.93463
H14 -1.95909 -1.60925 -1.00575
H15 -1.21930 -3.04526 -1.68601
H16 -2.02801 0.26738 -1.77931
H17 -2.00246 2.85176 -1.56937
H18 -1.56620 2.12191 -3.10441
H19 0.47378 3.15565 -1.05443
H20 0.84734 2.52919 -2.68789
H21 -0.02195 4.03278 -2.48141
C15 4.05028 2.02076 -0.95516
O1 2.88714 2.67666 -0.43226
H22 3.96362 0.96462 -0.70451
H23 4.11827 2.12559 -2.03899
H24 4.96107 2.40310 -0.49590
H25 2.95574 3.61631 -0.63365

## Properties
HOMO-LUMO gap: 0.4421 Eh
Charge: +1
Highest occupied orbital energy: -14.42 eV

Molecular formula: C27H58CeClNP2Si
Method: DFT, ωB97M-V/def2-TZVPD

Positions of all 91 atoms, in Å:
Ce1 -0.09037 -0.98889 0.04591
Cl1 0.00339 -0.03425 -2.41471
P1 -0.46837 -3.36987 -1.44140
C1 0.67071 -3.87109 -2.81238
C2 -0.24483 -4.45372 0.14542
C3 -2.19693 -3.33213 -2.10415
C4 1.99226 -3.07389 -2.78024
H1 0.12502 -3.57085 -3.72658
C5 0.88444 -5.39052 -2.85650
H2 1.47619 -5.74146 -2.00121
H3 1.43650 -5.65614 -3.76872
H4 -0.06665 -5.94403 -2.88970
H5 1.80589 -1.99599 -2.88153
H6 2.64350 -3.38151 -3.61412
H7 2.54327 -3.23329 -1.84277
H8 -2.06191 -2.82557 -3.07965
C6 -3.20140 -2.46640 -1.30192
C7 -2.68468 -4.76001 -2.35231
H9 -2.16368 -5.21836 -3.20279
H10 -3.75110 -4.75255 -2.60463
H11 -2.55148 -5.39862 -1.46941
H12 -2.92415 -1.37976 -1.33842
H13 -3.31030 -2.79495 -0.23947
H14 -4.19558 -2.57924 -1.78990
C8 1.20870 -4.42647 0.63786
H15 -0.48745 -5.45757 -0.23278
C9 -1.22316 -4.09051 1.27506
H16 1.91367 -4.80919 -0.10799
H17 1.29808 -5.06823 1.52535
H18 1.54186 -3.41842 0.93892
H19 -1.00621 -3.10510 1.74373
H20 -1.11902 -4.83039 2.08427
H21 -2.27291 -4.10674 0.96143
H22 1.69695 -1.31097 -0.22516
H23 -1.42815 0.24698 -0.03539
P2 0.41410 3.65174 -1.44701
C10 -0.86886 4.04105 -2.63893
C11 0.27269 4.34545 0.23820
C12 2.03395 3.44057 -2.19793
C13 -2.11688 3.14783 -2.46694
H24 -0.41075 3.77852 -3.61196
C14 -1.15992 5.54787 -2.63556
H25 -1.61473 5.88381 -1.69124
H26 -1.83574 5.77976 -3.47365
H27 -0.23356 6.12394 -2.78330
H28 -1.85699 2.08899 -2.59360
H29 -2.88975 3.39998 -3.20940
H30 -2.56198 3.23923 -1.47069
H31 1.80440 2.96432 -3.17015
C15 2.97095 2.46245 -1.44126
C16 2.61635 4.83171 -2.47335
H32 2.07679 5.32203 -3.29632
H33 3.66772 4.72819 -2.76483
H34 2.54630 5.49607 -1.60119
H35 2.43539 1.71270 -0.82785
H36 3.70205 2.99541 -0.81082
H37 3.53383 1.88340 -2.18680
C17 -1.09790 4.06031 0.87281
H38 0.41739 5.42131 -0.00107
C18 1.35306 3.79959 1.18578
H39 -1.93826 4.46590 0.30243
H40 -1.13604 4.51658 1.86990
H41 -1.25971 2.97875 1.00429
H42 1.14736 2.75103 1.45745
H43 1.34877 4.39100 2.11197
H44 2.36162 3.85420 0.77060
C19 3.07851 -0.63739 1.75197
Si1 1.67697 -0.36342 2.99742
C20 1.18435 -1.90940 3.95015
C21 2.25884 0.99338 4.11877
N1 0.21725 0.07857 2.15007
C22 -0.99395 0.45602 2.74960
C23 -2.22643 -0.13471 2.36143
C24 -3.43404 0.25387 2.95990
C25 -3.41935 1.23044 3.95176
C26 -2.21844 1.85812 4.32772
C27 -1.02214 1.50542 3.70839
H45 4.04066 -0.57508 2.29914
H46 3.10158 0.14340 0.95539
H47 3.03847 -1.64185 1.28704
H48 2.03241 -2.25969 4.55774
H49 0.35133 -1.65005 4.62659
H50 0.84846 -2.73870 3.30613
H51 2.24441 1.97291 3.62195
H52 1.65165 1.04816 5.02877
H53 3.29619 0.77229 4.40643
H54 -2.23625 -0.87655 1.52944
H55 -4.36556 -0.21402 2.63218
H56 -4.34813 1.52734 4.43337
H57 -2.19869 2.62863 5.09638
H58 -0.07194 2.01832 3.92854

## Properties
HOMO-LUMO gap: 0.2170 Eh
Highest occupied orbital energy: -5.67 eV

Molecular formula: C3H9N2OS
Method: DFT, ωB97M-V/def2-TZVPD

Positions of all 16 atoms, in Å:
N1 0.41031 -0.91040 -0.12931
C1 1.60112 -0.58206 0.35044
C2 2.67734 -0.97504 -0.65956
S1 4.34153 -0.54222 -0.76662
C3 1.81824 1.32776 0.54361
N2 0.60850 1.86963 -0.00307
O1 2.13593 1.41344 1.72470
H1 1.81463 -0.87900 1.38647
H2 -0.10176 -1.68738 0.32962
H3 2.68292 1.53906 -0.14649
H4 2.25164 -0.62058 -1.63121
H5 -11.60065 -0.79574 0.20397
H6 2.68914 -2.07938 -0.74454
H7 -11.42801 -0.56697 -0.65156
H8 0.01762 2.32147 0.70066
H9 0.08151 1.16740 -0.50713

## Properties
Energy above the lowest of the compared OMol25 structures with the same formula, charge and spin: 241.9 kcal per mole
HOMO-LUMO gap: 0.1721 Eh
Charge: +1
Highest occupied orbital energy: -14.36 eV

Molecular formula: C21H26ClN3O3
Method: DFT, ωB97M-V/def2-TZVPD

Positions of all 54 atoms, in Å:
C1 -4.53072 -0.32427 -1.48329
C2 -3.90525 -1.70948 -1.52007
H1 -3.52377 -1.92118 -2.52452
H2 -4.62721 -2.47463 -1.22654
O1 -2.82770 -1.84477 -0.58943
C3 -1.62559 -1.43301 -0.99252
O2 -1.41359 -0.93141 -2.06574
C4 -0.54896 -1.72409 0.05047
C5 -0.67450 -3.18962 0.50093
H3 -1.62519 -3.33959 1.01424
C6 0.49250 -3.57866 1.40440
C7 1.81485 -3.30616 0.69330
N1 1.88574 -1.92114 0.27546
C8 2.85831 -1.13343 0.79682
O3 3.64628 -1.57159 1.62611
C9 3.01802 0.26395 0.34300
N2 2.26305 0.94790 -0.51329
N3 2.81902 2.14732 -0.63295
C10 3.92994 2.27397 0.13203
C11 4.08858 1.07083 0.77986
H4 4.85320 0.78076 1.46867
C12 4.72849 3.52351 0.17030
H5 4.11662 4.36387 0.49887
H6 5.12517 3.75951 -0.81761
H7 5.55912 3.40477 0.85960
C13 2.23474 3.13292 -1.49391
H8 2.97135 3.49823 -2.21158
H9 1.85743 3.97772 -0.91274
H10 1.41102 2.66458 -2.02903
C14 0.82822 -1.54024 -0.62152
H11 0.96518 -0.51158 -0.94427
H12 0.86602 -2.18517 -1.50856
H13 2.66148 -3.49726 1.35470
H14 1.89864 -3.94439 -0.19478
H15 0.45959 -3.00476 2.33113
H16 0.42802 -4.63735 1.65925
H17 -0.66991 -3.83065 -0.38514
C15 -0.72258 -0.76269 1.25455
C16 -1.47927 0.49013 0.91258
C17 -0.89941 1.49423 0.14562
C18 -1.61395 2.63406 -0.17455
C19 -2.91354 2.80276 0.27261
C20 -3.48217 1.80768 1.04769
C21 -2.78120 0.65748 1.36634
H18 -3.25208 -0.10741 1.96493
Cl1 -5.10556 1.99903 1.62547
H19 -3.47576 3.68997 0.02770
H20 -1.15911 3.40542 -0.77815
H21 0.11696 1.37618 -0.19433
H22 -1.25833 -1.28467 2.04839
H23 0.26970 -0.49740 1.62565
H24 -3.78519 0.42663 -1.73301
H25 -5.33862 -0.27539 -2.20791
H26 -4.92805 -0.11142 -0.49522

## Properties
Energy above the lowest of the compared OMol25 structures with the same formula, charge and spin: 0.0 kcal per mole
HOMO-LUMO gap: 0.3520 Eh
Structure (SMILES): CCOC(=O)[C@@]1(Cc2cccc(Cl)c2)CCCN(C(=O)c2cc(C)n(C)n2)C1
Highest occupied orbital energy: -8.94 eV